Density functional theory data (ωB97M-V/def2-TZVPD) for a 11-piece molecular cluster, C23H68N10O11 overall at a distorted geometry.

Atoms and positions in Å:
O (0.901, 1.414, -4.649)
C (2.801, -3.987, 4.037)
H (0.737, -2.529, -3.618)
H (-0.618, -2.153, -4.604)
H (1.860, 1.354, -6.968)
H (0.196, 3.022, 2.641)
C (-0.296, 5.070, -1.005)
N (2.507, -2.906, -1.784)
H (2.614, -4.395, 5.029)
O (-4.169, 2.321, 3.396)
H (1.328, -4.680, -3.876)
H (3.266, 0.362, -6.687)
C (-3.582, 0.583, -1.526)
H (0.650, -4.021, -2.423)
C (-1.148, -1.132, 2.755)
H (1.442, 4.231, 0.105)
H (1.243, 4.135, 3.227)
H (2.511, -2.849, 1.666)
H (-3.607, 0.557, -2.606)
H (-3.332, -0.428, -1.141)
H (-0.011, 4.059, 5.610)
N (-3.641, 4.356, 2.447)
H (0.707, 0.677, 5.301)
H (-1.867, 1.837, 2.361)
H (1.758, 3.894, -2.454)
N (-2.146, -1.852, 3.250)
H (0.677, 0.245, -0.446)
H (2.687, -2.891, 4.176)
O (0.784, -4.178, 3.221)
H (2.066, -5.563, 2.841)
H (-3.192, -4.179, 0.003)
H (-2.853, 3.846, -0.518)
H (1.679, -4.080, 0.789)
H (0.221, 0.832, -4.250)
O (0.521, 1.142, 4.460)
C (1.953, -0.013, 0.898)
H (-1.551, -2.798, -2.003)
H (-1.128, -3.224, 0.948)
H (0.169, -2.651, 3.060)
H (-1.122, 4.784, -1.655)
H (1.819, 2.433, 5.199)
O (-0.797, -4.419, -1.307)
H (1.835, 2.573, 2.633)
H (-0.755, -4.870, -0.470)
H (-3.927, 3.198, -1.739)
O (2.877, -0.516, 0.001)
H (-1.600, -1.686, 0.234)
H (-1.295, 0.706, -2.794)
H (2.056, 2.445, -1.559)
H (3.901, -4.109, 3.892)
H (-3.303, -4.675, -1.651)
H (0.207, -4.883, 3.018)
C (2.414, -3.934, 1.550)
H (-2.531, 1.354, 0.089)
C (2.747, 0.776, -3.678)
H (-3.754, -3.016, -1.257)
H (-0.003, -2.395, -0.033)
C (-1.083, -2.625, 0.070)
H (3.265, 1.764, -3.521)
N (1.378, -3.981, -3.135)
N (-1.191, -0.132, -3.422)
C (1.962, -4.493, 2.932)
C (-0.223, -0.926, -3.027)
C (1.070, 3.057, 3.243)
H (0.805, -1.095, 2.577)
N (0.004, -1.671, 2.829)
C (-3.302, 3.118, 2.719)
C (2.506, -3.464, -2.873)
N (0.800, 0.433, 0.524)
H (-1.622, 3.417, 1.679)
H (2.168, 0.464, -2.804)
H (-1.067, 2.244, -1.101)
C (0.885, 2.333, 4.610)
O (-1.308, 0.184, 2.242)
C (2.620, 1.116, -6.196)
O (0.464, -0.688, -1.859)
N (-0.003, -1.839, -3.889)
O (-1.686, 1.713, -1.575)
H (3.510, -0.031, -3.704)
C (-1.582, -3.471, -1.151)
H (-0.040, 0.285, 1.055)
C (1.926, 0.760, -4.908)
O (3.608, -3.583, -3.663)
H (1.561, -0.301, -4.993)
H (-2.100, -2.804, 3.507)
O (-0.051, 3.092, 0.040)
H (3.354, -4.312, 1.211)
C (1.249, 3.189, -1.822)
H (-3.086, -1.349, 3.153)
C (-3.067, -3.839, -1.009)
H (2.885, -0.571, 2.576)
H (-0.812, 5.612, -0.202)
H (-4.577, 4.683, 2.633)
H (0.511, 2.341, 0.270)
H (1.553, 0.535, 2.871)
H (-0.569, 2.485, 6.282)
H (0.406, 2.731, -2.374)
C (0.659, 3.868, -0.590)
C (-2.739, 1.654, -0.929)
H (1.701, -2.560, -1.338)
H (0.221, 5.822, -1.576)
H (-4.678, 0.777, -1.325)
H (3.406, -2.441, -1.615)
H (3.197, 1.998, -6.101)
N (-2.196, 2.775, 2.215)
N (2.111, -0.005, 2.203)
H (-1.074, 2.895, 4.681)
H (-2.971, 4.987, 2.040)
C (-3.420, 2.989, -0.788)
H (-1.873, -0.204, -4.191)
C (-0.257, 3.011, 5.376)
H (-4.115, 2.863, 0.011)

* frontier orbital gap: 8.2 eV
* relative energy (zero: lowest compared OMol25 entry of this formula, charge and spin): 277.5 kcal per mole
* E_tot: -62371.704 eV

***

Density functional theory data (ωB97M-V/def2-TZVPD) for a 11-piece molecular cluster, C23H68N4O11 overall at a distorted geometry.

Atoms and positions in Å:
H (-13.031, -14.464, 27.849)
H (-18.112, -20.790, 25.780)
H (-11.533, -13.564, 30.306)
H (-11.526, -15.474, 31.247)
C (-11.284, -23.227, 23.995)
C (-12.087, -15.566, 30.270)
H (-17.329, -13.382, 28.101)
H (-11.809, -22.640, 27.001)
O (-12.525, -23.091, 24.253)
O (-16.719, -16.747, 24.617)
C (-8.809, -17.487, 29.926)
H (-11.331, -19.016, 30.320)
H (-15.497, -19.911, 26.374)
O (-18.717, -14.858, 26.375)
O (-13.514, -18.472, 28.305)
H (-16.947, -14.274, 24.038)
H (-14.468, -22.478, 24.094)
C (-10.715, -24.636, 23.774)
H (-15.284, -21.339, 25.131)
H (-12.652, -22.256, 24.657)
H (-11.436, -15.800, 29.435)
O (-12.038, -20.904, 25.925)
H (-13.578, -17.992, 20.404)
H (-13.932, -14.439, 30.716)
H (-12.777, -15.855, 26.182)
O (-12.422, -13.430, 30.007)
H (-11.080, -20.805, 26.000)
H (-18.100, -17.392, 26.742)
H (-15.764, -17.337, 26.251)
H (-12.553, -21.322, 27.910)
H (-16.872, -15.188, 26.711)
N (-14.764, -21.569, 24.247)
C (-9.248, -18.904, 29.507)
C (-10.818, -18.913, 29.365)
H (-10.726, -22.660, 24.739)
H (-11.682, -17.040, 20.256)
O (-16.106, -20.603, 26.272)
H (-14.487, -19.040, 25.255)
C (-17.719, -14.356, 28.457)
H (-18.505, -15.406, 25.627)
O (-8.822, -19.281, 28.387)
C (-12.521, -21.775, 26.922)
H (-17.467, -17.107, 24.203)
H (-11.766, -22.459, 21.860)
C (-11.078, -22.348, 22.728)
H (-7.870, -19.062, 28.339)
C (-12.022, -18.184, 22.571)
H (-11.155, -21.301, 23.011)
H (-12.368, -18.067, 25.847)
C (-17.388, -20.055, 26.116)
C (-13.106, -14.464, 29.943)
O (-11.613, -17.444, 25.712)
C (-13.811, -14.704, 28.591)
H (-8.913, -19.619, 30.235)
H (-17.650, -19.593, 27.056)
H (-9.716, -24.612, 23.293)
O (-15.095, -19.352, 23.674)
C (-17.860, -15.241, 27.207)
H (-16.925, -14.590, 29.118)
H (-17.312, -19.247, 25.425)
H (-14.125, -15.732, 28.501)
H (-14.662, -14.088, 28.537)
H (-14.275, -17.152, 24.588)
H (-8.804, -16.849, 28.990)
C (-14.557, -16.186, 24.167)
H (-11.111, -15.440, 26.294)
H (-11.233, -17.972, 29.105)
H (-15.980, -16.971, 23.004)
N (-14.036, -19.092, 26.168)
H (-11.159, -19.691, 28.682)
C (-14.192, -18.315, 27.192)
H (-18.641, -14.183, 28.970)
H (-17.170, -15.020, 22.433)
H (-10.040, -22.537, 22.433)
H (-11.376, -18.391, 19.229)
C (-18.210, -16.696, 27.564)
C (-16.437, -14.898, 23.227)
H (-12.736, -17.383, 22.695)
N (-15.200, -17.492, 27.083)
H (-12.330, -18.881, 23.399)
H (-11.788, -19.863, 21.208)
H (-11.843, -16.596, 27.522)
H (-7.833, -17.435, 30.354)
H (-11.320, -25.183, 23.035)
C (-11.339, -18.048, 20.229)
H (-10.570, -25.248, 24.703)
H (-17.653, -16.982, 28.444)
H (-13.506, -22.128, 26.641)
C (-12.186, -18.815, 21.221)
H (-12.590, -16.502, 30.429)
C (-11.841, -16.257, 26.483)
N (-14.109, -21.028, 22.287)
H (-14.482, -15.486, 24.990)
H (-13.507, -21.890, 22.378)
C (-15.993, -16.226, 23.747)
H (-15.385, -17.072, 27.962)
H (-9.426, -16.985, 30.677)
C (-14.640, -20.611, 23.404)
H (-14.010, -15.845, 23.335)
H (-19.249, -16.791, 27.824)
H (-15.545, -14.319, 22.891)
H (-13.320, -19.872, 26.171)
H (-10.323, -18.061, 20.504)
O (-13.426, -18.802, 20.904)
H (-11.094, -17.745, 22.752)
H (-13.805, -20.220, 21.666)

* frontier orbital gap: 9.8 eV
* relative energy (zero: lowest compared OMol25 entry of this formula, charge and spin): 192.2 kcal per mole
* E_tot: -53429.684 eV